(1)
{"formula": "C12H25MnO4", "method": "ωB97M-V/def2-TZVPD", "multiplicity": 2, "orbital_gap_ev": [10.167, 9.905], "total_charge": 3, "e_tot_ha": -1923.00552, "species": ["H", "C", "C", "H", "C", "O", "H", "H", "H", "H", "H", "H", "C", "H", "H", "C", "H", "H", "H", "C", "H", "O", "H", "C", "O", "H", "H", "O", "H", "C", "H", "Mn", "C", "H", "H", "H", "C", "C", "H", "H", "C", "H"], "positions_angstrom": [[-3.013, 1.914, -1.007], [3.437, -1.238, -0.765], [-1.209, 1.687, -2.232], [-2.821, -2.249, -1.186], [-2.492, -1.216, -1.071], [-1.684, -1.104, 0.139], [-3.367, -0.572, -0.966], [-0.855, -1.605, -2.421], [-2.954, 1.940, 1.314], [3.810, -3.342, -0.507], [-1.987, 3.426, 1.483], [-2.133, -0.610, -3.128], [3.242, -2.529, -0.055], [5.463, 0.369, -0.988], [-2.743, -2.239, 1.538], [5.022, -0.396, -0.355], [3.363, -1.232, -1.849], [-1.767, 1.641, -3.165], [3.274, 0.060, 0.954], [-2.423, -1.206, 1.396], [-1.608, 1.680, 3.407], [-0.697, 0.373, 2.034], [-0.284, 2.235, -2.405], [-2.006, 2.322, -1.112], [-0.791, 0.346, -1.826], [-3.302, -0.563, 1.332], [-0.159, 2.264, 2.576], [-1.259, 2.030, 0.108], [-2.067, 3.402, -1.247], [-1.940, 2.343, 1.361], [3.473, -2.458, 1.007], [-0.366, 0.314, 0.098], [-1.580, -0.819, -2.214], [5.476, -0.562, 0.616], [5.241, -1.333, -0.919], [3.256, 0.925, -0.666], [-1.092, 1.718, 2.449], [3.458, 0.018, -0.113], [2.185, -2.793, -0.171], [-1.951, -0.579, 3.423], [-1.449, -0.794, 2.481], [-0.705, -1.570, 2.653]], "lowdin_charge": [0.146, -0.160, -0.065, 0.164, -0.074, -0.221, 0.146, 0.149, 0.146, 0.119, 0.165, 0.160, -0.011, 0.141, 0.164, 0.051, 0.166, 0.160, 0.132, -0.071, 0.160, -0.229, 0.152, -0.073, -0.230, 0.146, 0.153, -0.219, 0.165, -0.070, 0.114, 0.960, -0.069, 0.143, 0.155, 0.129, -0.064, -0.082, 0.108, 0.160, -0.067, 0.151]}



(2)
{"formula": "C5H8S", "method": "ωB97M-V/def2-TZVPD", "orbital_gap_ev": [8.200, 8.199], "e_tot_ha": -593.29598, "species": ["H", "C", "H", "H", "H", "C", "C", "S", "H", "H", "H", "C", "H", "C"], "positions_angstrom": [[1.708, -0.078, 2.372], [1.509, -0.757, 0.318], [3.054, 0.285, 1.108], [1.993, -0.692, -0.675], [-2.288, 2.421, -0.701], [0.161, -1.424, 0.487], [2.135, -0.149, 1.325], [-0.945, 0.531, -1.375], [-2.740, 1.804, -2.265], [-1.964, -1.493, 0.276], [0.107, 1.000, -0.484], [-1.016, -1.131, 0.042], [0.257, -2.238, 1.197], [-1.972, 1.919, -1.625]], "lowdin_charge": [0.094, -0.226, 0.029, 0.108, -0.019, -0.249, -0.001, 0.813, -0.090, 0.029, 0.006, -0.167, 0.100, -0.427]}



| no. | F_max (eV/A) |
| --- | --- |
| 1 | 0.88 |
| 2 | 5.00 |